Record 1
{"formula": "C7H8N", "method": "wB97M-V/def2-TZVPD", "smiles": "C=CC#CC[N+]#CC", "gap_ev": 8.5, "e_tot_ev": -8866.843, "e_above_lowest_ev": 1.629, "total_charge": 1, "species": ["C", "C", "C", "C", "C", "C", "C", "N", "H", "H", "H", "H", "H", "H", "H", "H"], "coordinates": [[0.740, -1.039, 0.280], [-1.810, 0.231, 0.177], [-0.053, -1.971, 0.082], [2.775, -0.201, -0.586], [1.878, -0.248, 0.434], [-1.447, -2.181, -0.154], [-1.449, 1.587, 0.295], [-1.945, -0.893, -0.008], [3.682, 0.444, -0.675], [2.701, -0.955, -1.453], [2.170, 0.389, 1.361], [-1.915, -2.609, -1.050], [-1.863, -2.760, 0.587], [-0.344, 1.535, 0.533], [-1.961, 2.114, 1.058], [-1.702, 2.216, -0.653]], "forces_ev_per_a": [[-0.72, -3.40, 0.12], [-1.13, -1.39, -0.74], [2.72, 2.14, -0.13], [0.22, -1.19, -1.20], [2.85, 2.31, 0.28], [-0.49, -1.00, -1.31], [0.97, 1.71, -1.70], [-1.29, 3.43, 0.44], [-0.95, -0.55, 0.68], [-0.24, 1.44, 1.31], [-1.19, -1.23, -1.50], [1.00, 0.05, -0.35], [-1.06, -1.45, 2.03], [-0.98, 0.39, -0.43], [-0.50, 0.21, 1.16], [0.78, -1.46, 1.32]], "lowdin_charge": [-0.0616, 0.0306, 0.0537, 0.0593, -0.2008, -0.1438, 0.0376, 0.2130, 0.0857, 0.1091, 0.1459, 0.1640, 0.1173, 0.1277, 0.0946, 0.1677]}

=====

Record 2
{"formula": "C7H8N", "method": "wB97M-V/def2-TZVPD", "gap_ev": 8.4, "e_tot_ev": -8865.536, "e_above_lowest_ev": 2.935, "total_charge": 1, "species": ["C", "C", "C", "C", "C", "C", "C", "N", "H", "H", "H", "H", "H", "H", "H", "H"], "coordinates": [[0.314, 2.164, 0.591], [-0.450, 1.177, 1.163], [-0.406, -0.314, 1.642], [0.568, 0.202, -1.277], [-0.087, -1.139, -0.692], [-1.422, 0.720, 0.071], [-0.219, 1.243, -0.605], [-1.000, -0.771, 0.375], [0.971, 2.870, 0.734], [0.627, -0.703, 1.587], [-0.887, -0.427, 2.623], [1.711, 0.268, -1.122], [0.294, 0.156, -2.406], [-0.669, -1.788, -1.344], [0.720, -1.815, -0.223], [-2.359, 1.050, -0.191]], "forces_ev_per_a": [[-6.29, -6.22, -3.40], [-0.05, -0.07, -0.72], [2.33, 0.24, -0.21], [1.03, -1.55, -2.21], [1.86, -0.78, 1.59], [3.48, -2.09, 0.00], [1.36, 2.47, 3.14], [-2.95, 2.17, 0.63], [3.86, 3.27, 0.78], [-0.21, 0.34, 1.13], [-0.26, -0.53, -0.70], [-1.99, -0.05, -0.43], [0.80, 0.53, 1.76], [0.32, 0.50, -0.60], [-1.05, 1.03, -0.83], [-2.24, 0.73, 0.08]], "lowdin_charge": [0.2986, -0.0215, -0.0340, -0.0789, -0.1388, -0.0332, -0.0231, -0.0663, 0.0753, 0.1349, 0.1423, 0.1575, 0.1648, 0.1258, 0.1521, 0.1445]}

=====

Record 3
{"formula": "C7H8N2O2", "method": "wB97M-V/def2-TZVPD", "smiles": "O=C(NCO)c1cccnc1", "gap_ev": 9.8, "e_tot_ev": -14463.291, "e_above_lowest_ev": 1.168, "species": ["C", "C", "C", "C", "C", "C", "C", "H", "H", "H", "H", "H", "H", "H", "H", "N", "N", "O", "O"], "coordinates": [[-2.322, -0.480, 0.610], [-0.733, 1.354, -0.139], [0.547, 0.562, -0.056], [0.619, -0.825, -0.264], [1.885, -1.346, -0.274], [3.027, -0.540, 0.030], [1.783, 1.322, 0.118], [-2.587, -0.828, -1.283], [-3.298, -0.463, 1.085], [-1.517, -0.841, 1.302], [-2.721, 1.557, 0.191], [-0.315, -1.255, -0.588], [2.140, -2.405, -0.352], [4.012, -0.949, -0.087], [1.589, 2.421, 0.308], [-1.954, 0.877, 0.319], [2.959, 0.784, 0.216], [-2.401, -1.405, -0.478], [-0.713, 2.462, -0.659]], "forces_ev_per_a": [[1.14, -0.25, 1.14], [-0.05, 0.72, -0.83], [1.26, 0.40, 0.13], [-0.34, 2.29, -0.36], [2.66, -0.54, 1.11], [-1.96, -0.20, -1.18], [-3.91, 0.73, 0.85], [0.19, -1.30, 1.31], [0.05, 0.06, 0.35], [-0.99, -0.21, -0.45], [0.85, -0.56, -0.09], [0.24, -1.03, 0.26], [-0.55, 0.19, -0.39], [0.29, -0.30, 0.42], [0.80, -1.26, -0.41], [-0.55, 0.12, -0.59], [0.90, -0.44, -0.19], [-0.13, 1.90, -1.62], [0.11, -0.34, 0.54]], "lowdin_charge": [-0.2706, -0.4261, -0.0884, -0.0299, -0.0515, -0.1155, -0.0868, 0.1311, 0.1214, 0.1359, 0.1574, 0.0895, 0.1037, 0.0970, 0.1356, 0.0719, 0.0562, -0.0866, 0.0557]}

=====

Record 4
{"formula": "C7H8N3O2S", "method": "wB97M-V/def2-TZVPD", "gap_ev": 7.0, "e_tot_ev": -26787.695, "e_above_lowest_ev": 0.370, "total_charge": -1, "species": ["C", "C", "C", "C", "C", "C", "C", "N", "N", "N", "O", "O", "S", "H", "H", "H", "H", "H", "H", "H", "H"], "coordinates": [[1.481, -0.528, -0.606], [2.686, -0.915, 1.516], [1.063, 1.334, 1.578], [-0.619, 1.463, -0.249], [-2.829, -1.129, -1.603], [-2.551, 0.420, -1.330], [2.507, -0.231, 0.264], [0.774, -0.927, -1.464], [0.013, 1.492, 0.965], [3.474, -0.413, 2.422], [-0.486, 2.187, -1.192], [-1.720, 0.655, -0.161], [1.680, 1.485, 2.981], [1.983, -1.841, 1.776], [-3.430, -1.537, -0.735], [-3.141, -1.194, -2.607], [-1.852, -1.669, -1.585], [-3.480, 0.891, -1.135], [-2.000, 0.766, -2.081], [3.200, 0.694, 0.015], [3.247, -0.998, 3.229]], "forces_ev_per_a": [[-0.82, -2.08, -2.99], [-0.65, -0.51, -0.44], [-1.89, -0.07, -0.95], [-1.52, -0.53, 0.37], [2.12, 1.13, 3.08], [-0.11, -3.19, 3.06], [1.33, 2.31, 1.51], [0.70, 1.11, 1.81], [-0.47, 0.12, -1.55], [-0.38, -1.60, -0.09], [1.04, 0.76, -0.68], [-0.36, -1.13, 0.73], [1.48, 0.61, 2.08], [1.24, 1.90, -0.84], [0.14, 0.24, -1.55], [-1.29, -0.37, -0.96], [-0.55, 0.52, 0.13], [-0.82, 0.81, -0.16], [1.59, 1.80, -3.50], [-1.48, -2.16, 0.58], [0.71, 0.32, 0.36]], "lowdin_charge": [-0.3366, -0.4245, -0.7558, -0.6025, -0.0591, -0.1789, -0.2122, 0.1311, 0.1129, -0.0845, 0.0850, -0.0398, 0.7444, 0.1410, 0.0825, 0.0383, 0.0542, 0.1003, 0.0546, 0.1428, 0.0065]}

=====

Number 1: lowest unoccupied orbital energy -4.6 eV. Number 2: lowest unoccupied orbital energy -5.7 eV. Number 3: lowest unoccupied orbital energy 0.3 eV. Number 4: lowest unoccupied orbital energy 3.2 eV.